(1)
Density functional theory data (the ωB97M-V functional and the def2-TZVPD basis) for a molecular structure, C36H50N2O5PPt.

Values from the calculation:
**Gap between HOMO and LUMO (spin up / spin down)**: 6.63 / 5.02 eV
**<S²>**: 2.015

ORCA input file:
```
! wB97M-V def2-TZVPD RIJCOSX def2/J DEFGRID3
* xyz 1 3
Pt -0.70 -0.73 0.83
P 1.54 -0.99 1.25
O -0.92 -4.05 -1.37
O -3.20 2.07 2.01
O -1.50 0.62 2.16
O -7.21 0.43 2.67
O -5.52 1.89 2.98
N -3.34 -1.48 1.16
N -5.45 -1.58 1.91
C -0.08 -1.37 -2.13
C 1.94 0.40 2.59
C -3.74 -0.22 1.71
C -0.78 -1.71 -3.48
C 1.78 -2.76 1.91
C -4.43 -2.23 1.27
C -1.70 -2.92 -1.01
C 3.03 -3.07 2.83
C -1.09 2.32 -2.44
C -5.03 -0.30 2.11
C -3.54 2.73 -1.90
C -4.65 -3.63 0.80
C 2.44 0.08 -1.40
C 3.47 0.23 2.87
C -2.77 0.87 1.89
C 0.05 0.18 -2.10
C 2.32 4.23 -0.42
C 0.14 2.98 -2.20
C 3.39 -0.11 -2.43
C 1.23 2.29 -1.77
C 1.16 0.11 3.90
C 2.73 -0.63 -0.13
C -1.10 0.94 -2.39
C 1.17 0.85 -1.73
C 1.45 1.74 1.99
C 2.04 -3.63 0.72
C -2.21 4.61 -2.95
C 4.67 -0.72 -2.27
C -0.78 -1.76 -0.84
C 0.49 -3.23 2.51
C 3.12 3.53 -2.75
C 4.98 -1.03 -0.95
C -2.34 3.10 -2.79
C 4.06 -1.00 0.09
C 2.55 3.04 -1.37
C -5.98 0.70 2.62
H -3.95 1.76 -2.01
H 1.75 -4.67 0.97
H -4.33 -3.62 -0.27
H 3.78 0.97 3.66
H 1.48 -3.36 -0.17
H 5.30 -1.01 -3.10
H -2.63 2.56 -3.74
H 3.98 -2.91 2.34
H 2.28 5.18 -0.95
H -1.88 5.13 -2.02
H 0.63 -4.29 2.89
H -0.34 -3.37 1.79
H -2.32 -3.11 -0.12
H 3.22 2.29 -0.88
H 3.75 -0.77 3.23
H -0.28 -1.08 -4.32
H 1.62 -0.71 4.50
H -3.15 5.10 -3.22
H 2.01 2.53 2.60
H 4.32 -1.50 1.04
H 1.78 1.94 0.93
H -4.50 2.01 2.66
H -4.18 -4.41 1.40
H -0.82 -2.78 -3.70
H 4.07 4.14 -2.70
H 3.25 0.36 -3.41
H 0.87 -1.88 -2.26
H 3.10 4.29 0.37
H 0.11 -0.21 3.80
H -1.57 4.85 -3.82
H 6.01 -1.37 -0.80
H -1.38 -4.91 -1.36
H 0.37 1.83 2.06
H -6.41 -1.93 2.13
H 4.09 0.44 1.99
H -1.83 -1.39 -3.50
H -5.73 -3.89 0.77
H 0.14 4.10 -2.30
H -2.39 -2.74 -1.83
H 3.41 2.71 -3.35
H -3.29 2.86 -0.83
H -2.01 0.40 -2.47
H 0.08 -2.67 3.39
H 1.35 4.15 0.11
H 3.07 -3.61 0.41
H 2.42 4.08 -3.29
H 1.26 1.02 4.52
H -4.33 3.43 -1.94
H 3.09 -2.55 3.79
H 3.03 -4.20 3.02
*
```

=====

(2)
Density functional theory data (the ωB97M-V functional and the def2-TZVPD basis) for a molecular structure, C36H50N2O5PPt.

Values from the calculation:
**Gap between HOMO and LUMO (spin up / spin down)**: 5.52 / 5.45 eV
**<S²>**: 2.021

ORCA input file:
```
! wB97M-V def2-TZVPD RIJCOSX def2/J DEFGRID3
* xyz 1 3
Pt -0.18 -0.30 1.55
P -0.68 -2.06 0.29
O 4.02 -3.56 -1.81
O 6.42 -4.59 -0.59
O 2.83 -1.70 -1.08
O 8.15 -3.43 0.39
O 1.75 1.99 2.23
N 7.16 -1.14 -0.03
N 5.26 -0.33 -0.92
C -2.86 -1.08 -3.05
C -1.43 4.18 0.77
C -2.68 5.86 -0.63
C -1.74 0.34 -0.86
C 1.59 -2.48 -1.48
C -1.29 1.25 0.26
C -3.93 1.06 2.72
C -3.31 0.21 -2.75
C 7.02 -3.53 -0.06
C -1.72 5.68 0.54
C -2.35 6.37 1.75
C -0.20 3.63 0.48
C 0.07 2.18 0.20
C -2.72 0.94 -1.70
C 0.93 -4.77 -0.65
C -2.03 -1.76 -2.15
C -2.47 3.26 1.17
C 6.46 0.02 -0.41
C 0.89 1.57 1.51
C 7.00 1.42 -0.32
C 1.03 -3.21 -0.27
C 1.93 -3.11 0.96
C -2.45 1.92 0.90
C 3.96 -2.43 -1.27
C -5.01 1.60 0.44
C 5.16 -1.72 -0.87
C 1.12 2.21 -0.98
C -1.58 -1.10 -1.02
C -1.96 -3.24 1.00
C -3.38 -2.87 0.49
C 1.99 0.97 -1.13
C -3.73 1.13 1.19
C -2.00 -3.12 2.55
C -1.81 -4.80 0.73
C 6.35 -2.23 -0.32
C 0.37 2.47 -2.28
H -0.87 -5.14 1.22
H -3.75 5.61 -0.37
H 1.79 3.04 -0.77
H -4.17 -3.28 1.13
H -2.23 7.41 1.76
H -5.41 2.55 0.79
H -0.74 6.05 0.29
H 8.04 -1.27 0.45
H 5.48 -4.30 -0.97
H -4.16 1.97 3.23
H -0.25 1.60 -2.63
H -3.44 -1.78 0.57
H 0.87 -5.41 0.25
H 7.12 1.95 -1.29
H 1.83 -3.13 -2.34
H 0.10 -4.95 -1.33
H -3.54 -3.13 -0.57
H -1.74 -2.82 -2.31
H -0.59 0.01 3.03
H 2.74 0.90 -0.33
H 7.95 1.47 0.28
H 0.68 4.28 0.47
H -0.28 3.37 -2.19
H 1.35 0.07 -1.25
H 6.36 2.11 0.24
H -2.70 6.88 -1.01
H -2.98 0.69 3.21
H -1.84 6.02 2.62
H -3.54 0.12 0.83
H -2.48 5.23 -1.53
H -1.82 -5.02 -0.35
H -4.75 0.36 3.00
H -2.26 -2.11 2.83
H 2.62 1.14 -2.01
H -3.37 3.70 1.57
H 1.50 -3.71 1.73
H 2.94 -3.50 0.83
H -3.90 0.74 -3.41
H -2.58 -5.35 1.31
H -3.12 -1.49 -4.04
H 1.96 -2.07 1.35
H -3.38 6.15 1.82
H 0.96 -1.62 -1.80
H -3.00 1.96 -1.49
H -2.67 -3.83 2.97
H -4.86 1.57 -0.62
H -0.99 -3.37 2.86
H -5.76 0.88 0.63
H 1.13 2.66 -3.01
H 1.85 -4.96 -1.13
*
```

=====

Most stable one: (1), least stable one: (2).